[1]
141
Properties=species:S:1:pos:R:3:mulliken_charge:R:1 method="wB97M-V/def2-TZVPD" e_homo_ha=-0.34783 smiles=COC[C@H](C)N.COC[C@H](C)N.COC[C@H](C)N.OCCO.OCCO.OCCO.OCCO.OCCO.OCCO.OCCO.OCCO.OCCO orbital_gap_ev=9.37 relative_energy_ev=7.881 charge=0
C -7.5979 0.5222 -2.8893 -0.9364
O -6.8930 -0.5783 -2.2396 -0.2540
C -7.9302 -1.3257 -1.6253 -0.7026
C -7.3482 -2.0771 -0.3949 0.5980
C -6.5298 -3.3781 -0.7338 -1.5389
N -8.3585 -2.6504 0.4000 -0.7816
H -8.4055 0.1633 -3.5273 0.3659
H -6.9660 0.9550 -3.6648 0.2943
H -8.1096 1.2679 -2.2809 0.3672
H -8.8225 -0.7419 -1.3991 0.3639
H -8.3410 -1.9459 -2.4220 0.3818
H -6.6429 -1.5138 0.2162 0.2096
H -7.0632 -4.1761 -1.2502 0.3901
H -6.3814 -4.0547 0.1078 0.3960
H -5.6273 -3.1076 -1.2818 0.3195
H -7.8528 -3.1119 1.1425 0.2759
H -8.8258 -1.9650 0.9760 0.2514
C 5.1684 -2.1822 1.9358 -0.8522
O 6.1326 -3.1677 1.5449 -0.2420
C 6.1952 -4.3934 2.2590 -0.7738
C 7.6406 -4.9635 2.2159 0.3380
C 8.6700 -4.2030 3.0545 -1.3604
N 8.1535 -4.7055 0.8808 -0.8100
H 4.9296 -2.0544 2.9916 0.3049
H 4.1822 -2.5471 1.6489 0.3397
H 5.3832 -1.2700 1.3790 0.2460
H 5.8385 -4.2760 3.2823 0.4557
H 5.4874 -5.1012 1.8276 0.3438
H 7.6721 -5.9735 2.6247 0.3496
H 9.6504 -4.6765 3.0033 0.3237
H 8.4186 -4.1115 4.1111 0.3731
H 8.6483 -3.1564 2.7507 0.3032
H 8.2950 -3.7079 0.8101 0.3227
H 7.3060 -4.7597 0.3342 0.3384
C -0.9524 -1.6474 1.3437 -0.8002
O -0.6604 -0.9821 0.1689 -0.1970
C -1.6268 0.0544 -0.1124 -0.5817
C -1.4270 0.7317 -1.4726 0.6670
C -0.0577 1.3360 -1.7467 -1.4659
N -2.5071 1.6420 -1.9263 -0.6480
H -1.9808 -1.8796 1.6204 0.3080
H -0.4924 -1.1235 2.1815 0.3012
H -0.4291 -2.6017 1.2840 0.2121
H -2.5706 -0.4832 -0.0218 0.2563
H -1.6131 0.7850 0.6963 0.3454
H -1.4329 -0.0401 -2.2422 0.1561
H 0.0887 1.5567 -2.8040 0.3674
H 0.7263 0.6611 -1.4030 0.3291
H -0.0152 2.3286 -1.2985 0.3159
H -2.4647 1.8954 -2.9031 0.2919
H -3.4173 1.2153 -2.0244 0.1524
O 5.2136 6.7413 -8.4757 -0.5328
C 4.7372 5.4897 -7.8804 -0.3363
C 3.2584 5.6877 -7.4898 -0.4237
O 2.4515 5.6836 -8.6650 -0.5050
H 6.0009 6.6102 -9.0092 0.2885
H 4.8475 4.6137 -8.5196 0.2821
H 5.5131 5.3520 -7.1274 0.3260
H 3.1143 6.5607 -6.8534 0.2734
H 2.9685 4.8043 -6.9209 0.2932
H 2.7963 6.4685 -9.0969 0.3348
O 5.5589 -1.1517 -3.1592 -0.4458
C 6.0216 0.1485 -3.5262 -0.2830
C 7.5535 0.1597 -3.6144 -0.3599
O 8.3196 1.1826 -4.3663 -0.5288
H 6.0956 -1.4529 -2.4224 0.2738
H 5.4950 0.3398 -4.4611 0.2814
H 5.7187 0.9215 -2.8200 0.2379
H 7.7434 -0.7510 -4.1824 0.2703
H 7.9411 0.0713 -2.5995 0.2414
H 9.2677 1.0316 -4.3646 0.3130
O 2.1786 1.7908 7.6181 -0.5229
C 2.8761 0.5779 7.6412 -0.3283
C 4.2678 0.6743 7.2030 -0.2851
O 4.9592 1.6335 7.9684 -0.5435
H 2.1005 2.0944 8.5254 0.2957
H 2.8306 0.2114 8.6668 0.3408
H 2.2805 0.0682 6.8840 0.2011
H 4.1792 1.0778 6.1943 0.2222
H 4.8536 -0.2404 7.1122 0.3182
H 4.5375 2.4956 7.9437 0.3074
O -0.7470 3.5351 4.9937 -0.5145
C -0.1514 4.8102 4.5601 -0.3873
C 0.9268 4.5362 3.4387 -0.2314
O 1.8757 3.5055 3.6485 -0.4831
H -0.1520 3.1873 5.6619 0.2595
H -0.9993 5.3813 4.1821 0.2642
H 0.2243 5.2629 5.4777 0.2632
H 1.4640 5.4790 3.3357 0.2968
H 0.5085 4.2772 2.4661 0.2285
H 1.3181 2.8028 3.9903 0.2975
O -4.1730 9.1551 -0.3988 -0.5073
C -3.2166 8.9703 -1.5000 -0.3023
C -3.3677 7.4989 -2.0152 -0.5255
O -2.9077 6.6417 -0.9380 -0.5095
H -4.2111 8.2543 -0.0691 0.3274
H -3.3718 9.6923 -2.3017 0.3139
H -2.1737 9.0575 -1.1952 0.2327
H -2.7639 7.3969 -2.9169 0.3492
H -4.3693 7.1288 -2.2341 0.3508
H -2.7982 5.7741 -1.3340 0.2622
O -2.9446 -5.8647 6.8683 -0.5111
C -1.6527 -5.5442 6.3498 -0.3419
C -1.0586 -4.3354 7.1430 -0.3971
O -1.7165 -3.1156 6.8783 -0.5138
H -3.3779 -6.4396 6.2331 0.2913
H -1.0667 -6.4550 6.4732 0.3032
H -1.7132 -5.2646 5.2980 0.2914
H -0.0064 -4.2687 6.8664 0.2330
H -1.1622 -4.4344 8.2235 0.3262
H -2.0157 -2.7011 7.6909 0.3180
O 1.9581 -6.4995 -2.7078 -0.5100
C 1.9813 -5.1170 -2.2927 -0.1410
C 1.2846 -4.1475 -3.1677 -0.4718
O 1.9947 -4.2829 -4.4417 -0.5366
H 1.6768 -6.5406 -3.6248 0.3147
H 1.6219 -5.0103 -1.2692 0.2755
H 3.0314 -4.8613 -2.1508 0.1836
H 1.4583 -3.1060 -2.8971 0.3122
H 0.2214 -4.3872 -3.1521 0.2565
H 2.6512 -3.5829 -4.4197 0.3162
O -5.2259 2.3690 4.2803 -0.4922
C -5.9039 2.3498 5.5197 -0.3502
C -6.6844 1.0714 5.6686 -0.3637
O -5.9498 0.2035 6.4017 -0.5176
H -4.3534 2.7515 4.3990 0.2904
H -5.2500 2.6087 6.3525 0.3345
H -6.5904 3.1917 5.4307 0.2640
H -6.9557 0.5820 4.7332 0.2527
H -7.5579 1.1385 6.3172 0.2751
H -5.2210 -0.0797 5.8447 0.3067
O -3.5261 -2.8638 -9.9260 -0.5098
C -2.4003 -2.0773 -9.3397 -0.4234
C -2.3500 -2.1950 -7.8632 -0.3745
O -3.5363 -1.5927 -7.4515 -0.5120
H -4.1443 -2.8519 -9.1916 0.3230
H -1.4922 -2.4519 -9.8119 0.3238
H -2.5385 -1.0492 -9.6746 0.2566
H -1.4303 -1.7156 -7.5278 0.3009
H -2.1307 -3.2452 -7.6709 0.3147
H -3.7619 -1.9079 -6.5733 0.3011


[2]
12
Properties=species:S:1:pos:R:3:mulliken_charge:R:1 method="wB97M-V/def2-TZVPD" e_homo_ha=-0.28052 orbital_gap_ev=6.97 relative_energy_ev=5.392 charge=0
C -0.7462 0.7044 1.1940 0.0628
C -1.8598 1.4287 1.6477 -0.4985
C 1.1064 -0.7572 -1.1129 -0.2231
C -0.1655 -0.0148 -1.2393 -0.4029
N -0.1677 0.2388 0.0753 0.3185
O 1.0466 -0.4350 0.2885 -0.3438
S -3.0899 2.3911 1.0632 -0.2933
H -0.1066 0.3882 2.0130 0.2866
H -1.8877 1.3678 2.7376 0.2196
H 1.0714 -1.8397 -1.2694 0.2224
H 1.9918 -0.3296 -1.5951 0.2246
H -0.8859 0.2341 -1.9842 0.4270


[3]
46
Properties=species:S:1:pos:R:3:mulliken_charge:R:1 method="wB97M-V/def2-TZVPD" e_homo_ha=-0.31841 orbital_gap_ev=6.81 charge=0
H 4.3231 1.0915 1.4726 0.2743
N 3.8253 1.8981 1.0611 -0.6999
C 3.3685 1.5119 -0.0938 0.5664
C 3.6204 0.0092 -0.5352 -0.9369
C 2.5404 2.5006 -1.0212 -0.6371
P 0.9184 2.8289 -0.0580 -0.1357
P -0.5189 1.2429 -0.6031 0.8959
O -1.3310 1.6439 -1.8263 -0.6194
O 0.2785 -0.2134 -0.8831 -0.4880
O -1.4823 1.0610 0.7816 -0.5403
H 3.4602 -0.6916 0.3334 0.3392
H 2.8556 -0.2185 -1.3360 0.1347
H 4.6663 -0.0659 -0.9506 0.3559
H 3.1064 3.4517 -1.2252 0.4114
H 2.2463 2.0061 -1.9924 0.2558
H 0.3831 4.1022 -0.4480 0.0995
H 0.1560 -0.4999 -1.8401 0.4705
H -0.9550 0.4714 1.3757 0.5012
O -3.9571 -2.5293 -6.9548 -0.6073
C -3.2397 -2.3011 -5.9983 0.9803
C -3.6459 -1.4321 -4.8974 -0.8023
C -2.8201 -1.1940 -3.8720 0.3555
O -3.2008 -0.4002 -2.8620 -0.5286
C -1.4492 -1.8063 -3.8168 0.8618
O -0.6805 -1.5801 -2.8843 -0.5699
C -1.0609 -2.6968 -4.9116 -1.0124
C -1.8916 -2.9312 -5.9296 0.3619
O -1.5463 -3.7511 -6.9446 -0.5632
H -4.6340 -0.9969 -4.9509 0.4409
H -2.4492 -0.3672 -2.2467 0.1706
H -0.0802 -3.1495 -4.8556 0.4285
H -2.3125 -3.7517 -7.5483 0.3505
O -0.1243 -0.1179 2.8921 -0.6193
C 0.0041 0.1498 4.0757 1.0617
C 1.1350 -0.3346 4.8657 -0.9934
C 1.2335 -0.0355 6.1630 0.3511
O 2.2709 -0.4710 6.9088 -0.5604
C 0.2029 0.7934 6.8524 0.9364
O 0.3210 1.0274 8.0399 -0.5990
C -0.9172 1.2989 6.0570 -0.8172
C -1.0153 1.0038 4.7586 0.1632
O -2.0436 1.4668 4.0107 -0.5411
H 1.8745 -0.9365 4.3556 0.4452
H 2.1090 -0.1234 7.8056 0.3497
H -1.6480 1.9134 6.5644 0.4398
H -1.8961 1.1223 3.1121 0.2690


[4]
18
Properties=species:S:1:pos:R:3:mulliken_charge:R:1 method="wB97M-V/def2-TZVPD" e_homo_ha="-0.32772 / -0.24554" orbital_gap_ev="9.13 / 4.37" relative_energy_ev=1.403 charge=0
C -3.2432 0.7801 -0.5908 0.6063
C 4.4758 -0.5878 -0.3187 -0.8431
C -2.4207 1.2006 1.7619 -0.7132
C -2.1443 0.7819 0.3930 0.0146
N -0.9536 0.7444 -0.1251 -0.2515
O -2.7149 0.5537 -1.8038 -0.5123
O -4.4111 1.0191 -0.4385 -0.5953
S -2.5947 3.0930 1.7169 -0.2243
Se 2.5127 -0.6482 -0.3027 -0.0271
H 4.9609 0.3802 0.1232 0.2973
H 4.9007 -1.4353 0.0914 0.3166
H 4.8454 -0.4122 -1.3533 0.2695
H -1.5572 0.9898 2.4069 0.3840
H -3.3190 0.8576 2.2270 0.3535
H -1.0041 0.3165 -1.1106 0.2977
H -3.4186 0.5296 -2.3992 0.3395
H -0.1079 0.8058 0.4825 0.1428
H -2.5053 3.2169 0.3833 0.1446


[5]
14
Properties=species:S:1:pos:R:3:mulliken_charge:R:1 method="wB97M-V/def2-TZVPD" e_homo_ha=-0.34778 smiles="O=CN1CC(O)C1" orbital_gap_ev=10.05 relative_energy_ev=1.773 charge=0
O 2.5231 0.9971 1.0871 -0.5583
C 2.0689 0.0892 0.4204 0.1626
N 0.9283 0.1649 -0.3180 0.0003
C 0.0022 -0.9429 -0.5698 -0.6499
C -1.1038 -0.1349 0.1416 0.2270
O -2.3424 -0.1253 -0.5098 -0.5477
C -0.1569 1.1040 -0.0125 -0.6955
H 2.5647 -0.8970 0.3326 0.3032
H 0.3183 -1.9226 -0.1996 0.3304
H -0.2380 -1.0130 -1.6373 0.2457
H -1.1759 -0.2948 1.2133 0.3015
H -3.0372 -0.4861 0.0517 0.3367
H 0.0799 1.7231 0.8615 0.2726
H -0.4311 1.7383 -0.8612 0.2714